{"formula": "C13H19N2", "method": "ωB97M-V with the def2-TZVPD basis set", "total_charge": 1, "largest_force_ha_per_bohr": 0.116, "homo_lumo_gap_ev": [6.8, 8.2], "symbols": ["C", "C", "C", "C", "C", "C", "C", "C", "C", "C", "C", "C", "C", "N", "N", "H", "H", "H", "H", "H", "H", "H", "H", "H", "H", "H", "H", "H", "H", "H", "H", "H", "H", "H"], "coordinates": [[-1.17989, -2.72938, 1.27245], [-1.78738, -1.59271, 0.79094], [-0.91509, -0.80027, 3.19184], [-0.13384, 0.21068, 1.17298], [-0.71380, -3.79177, 1.85085], [-3.07634, -1.39966, 0.42413], [-1.27617, -0.77370, 4.45352], [0.70305, 1.08920, 0.28929], [-0.85123, -0.18881, -1.02419], [0.52290, 0.50542, -1.16778], [1.70358, -0.46752, -1.38367], [1.69632, 2.60869, -2.34464], [0.41230, 1.78992, -2.09622], [-0.90509, -0.56454, 0.41850], [-0.12923, 0.08565, 2.50326], [-0.83839, -4.11032, 2.84305], [-0.08526, -4.55699, 1.36865], [-3.52648, -0.46530, 0.16929], [-3.90090, -2.09080, 0.34071], [-0.77944, -0.18625, 5.36759], [-2.05609, -1.31043, 5.00267], [0.20278, 2.10503, 0.52332], [1.61800, 1.05824, 0.65340], [-1.45205, 0.59674, -1.28712], [-0.78752, -0.97572, -1.69251], [2.50373, 0.05107, -1.68531], [1.46561, -1.10300, -2.17759], [2.00025, -1.05193, -0.38588], [1.38684, 3.55518, -2.48355], [2.18800, 2.29683, -3.14647], [2.36414, 2.53287, -1.39739], [0.01504, 1.27970, -2.98709], [-0.28471, 2.60696, -1.66742], [0.20552, 0.94133, 2.91509]], "nbo_charge": [0.17, -0.02, 0.25, 0.60, -0.41, -0.34, -0.53, -0.45, -0.22, 0.01, -0.61, -0.58, -0.40, -0.35, -0.60, 0.25, 0.25, 0.21, 0.23, 0.24, 0.26, 0.25, 0.23, 0.22, 0.23, 0.22, 0.22, 0.21, 0.22, 0.21, 0.19, 0.21, 0.22, 0.42]}